[1]
ORCA calculation (ωB97M-V/def2-TZVPD) on a molecular structure, C34H60Cl4O22V.

Structure (XYZ):
```
121
Properties=species:S:1:pos:R:3:mulliken_spin:R:1
O 0.2893 -1.5445 -2.9611 -0.129
V 0.3530 -1.4949 -1.3522 1.162
O 0.4877 -3.2466 -0.8575 -0.018
H 1.4297 -3.4343 -0.8178 0.014
O 0.3647 0.3185 -0.6080 -0.013
H -0.6022 0.3892 -0.7979 -0.004
C 1.4845 -2.2013 2.5608 -0.001
Cl 2.9576 -1.9961 3.5654 0.000
Cl 0.0060 -2.2039 3.5905 0.000
H 1.4484 -1.3194 1.9150 0.001
H 1.5494 -3.1073 1.9795 0.000
C 0.6973 3.2284 0.5548 0.000
Cl 1.1956 4.9196 0.6709 0.000
Cl 0.6534 2.4581 2.1593 0.000
H -0.3491 3.1994 0.1943 0.000
H 1.3401 2.5824 -0.0646 0.001
O 5.8476 2.3934 3.5109 0.000
C 5.4087 1.9985 2.5018 0.000
O 6.0541 2.0799 1.3185 0.000
C 5.2451 1.5573 0.2567 0.000
C 3.8366 1.4171 0.7905 0.000
C 4.1689 1.1750 2.3085 0.000
H 5.7217 0.6277 -0.0556 0.000
H 5.3383 2.2603 -0.5713 0.000
H 3.2527 0.5752 0.3951 0.001
H 3.2949 2.3411 0.6629 0.000
H 4.4700 0.1479 2.4137 0.000
H 3.3743 1.3423 3.0326 0.000
O -5.7535 1.1008 -3.1617 0.000
C -4.5830 1.2329 -2.9714 0.000
O -4.1302 2.3697 -2.3905 0.000
C -2.7087 2.3311 -2.4551 0.000
C -2.2472 0.9020 -2.5138 0.007
C -3.4413 0.2248 -3.2446 0.002
H -2.2668 2.8022 -1.6033 0.000
H -2.3896 2.8912 -3.3048 0.000
H -2.2584 0.5189 -1.5067 0.002
H -1.3720 0.7773 -3.1563 -0.004
H -3.6599 -0.7342 -2.8112 -0.001
H -3.3168 0.1947 -4.3226 0.000
O -1.4692 -1.4777 -0.5167 0.003
C -2.1265 -2.4201 -0.0885 -0.009
O -2.3846 -3.4556 -0.8587 0.002
C -3.0589 -4.4673 -0.0871 0.001
C -2.8665 -4.0623 1.3918 0.000
C -2.6719 -2.5615 1.2649 -0.001
H -2.4914 -5.3765 -0.2929 0.000
H -4.0821 -4.6461 -0.3850 0.000
H -2.0350 -4.6373 1.7524 0.000
H -3.7375 -4.3144 1.9556 0.000
H -2.0396 -2.1589 2.0314 0.000
H -3.6609 -2.0998 1.3611 0.000
O -0.2221 4.0506 -2.4931 0.000
C 0.4191 4.7280 -3.1706 0.000
O 0.9989 4.3163 -4.3717 0.000
C 1.6892 5.4065 -5.0176 0.000
C 1.1519 6.6457 -4.3450 0.000
C 0.9463 6.1870 -2.9386 0.000
H 1.5275 5.3565 -6.1183 0.000
H 2.7631 5.3367 -4.8393 0.000
H 0.2133 6.8697 -4.8240 0.000
H 1.8511 7.5080 -4.4043 0.000
H 0.2331 6.7805 -2.3831 0.000
H 1.8954 6.1264 -2.3783 0.000
O 2.0009 -4.7510 -4.2375 0.000
C 0.9280 -5.1641 -3.9852 -0.001
O 0.5361 -5.5473 -2.7931 0.000
C -0.7331 -6.1681 -2.8681 0.001
C -1.3733 -5.6486 -4.1933 0.000
C -0.1475 -5.4202 -5.0570 0.000
H -1.3119 -5.9031 -1.9720 0.000
H -0.6044 -7.2778 -2.8787 0.000
H -1.7931 -4.6799 -3.9582 0.000
H -2.0965 -6.3853 -4.5488 0.000
H -0.2041 -4.5364 -5.7636 0.000
H 0.1801 -6.2939 -5.6389 0.000
C 1.8751 1.3516 -3.4584 0.000
C 2.7412 0.1708 -3.6259 0.001
O 3.7035 0.1214 -2.5327 0.001
C 3.5608 -0.8200 -1.6306 0.000
O 2.5257 -1.4599 -1.3935 -0.023
O 4.7668 -1.1144 -1.1087 0.000
C 4.8612 -1.9968 0.0775 -0.001
H 1.5785 1.5660 -2.4283 0.001
H 0.9336 1.3312 -3.9867 -0.001
H 2.4177 2.2782 -3.6654 0.000
H 3.3787 0.1404 -4.5242 0.000
H 2.2482 -0.7953 -3.6017 0.000
H 3.8877 -2.0256 0.5495 0.000
H 5.6262 -1.6689 0.7945 0.000
H 5.1229 -2.9701 -0.3500 0.000
C -1.0997 1.4989 7.0137 0.000
C -0.8161 1.2212 5.5280 0.000
O 0.6153 0.8122 5.2875 0.000
C 1.5907 1.6225 5.5234 0.000
O 1.4720 2.8573 5.4520 0.000
O 2.7211 1.0296 5.7931 0.000
C 3.8321 1.9666 6.0492 0.000
H -2.1450 1.6899 7.1894 0.000
H -0.6085 2.3876 7.3486 0.000
H -0.7831 0.6445 7.5915 0.000
H -0.9827 2.0795 4.8846 0.000
H -1.3985 0.3452 5.2638 0.000
H 3.7737 2.7742 5.2758 0.000
H 4.7359 1.3781 5.9989 0.000
H 3.7718 2.4034 7.0403 0.000
C -6.0279 -2.2846 3.1376 0.000
C -6.5043 -1.0055 2.4747 0.000
O -5.5273 -0.6052 1.5427 0.000
C -4.4935 0.0927 1.9450 0.000
O -4.3870 0.3680 3.1550 0.000
O -3.6091 0.2803 1.0071 0.001
C -2.4567 1.0221 1.4732 0.004
H -5.7048 -2.9333 2.2987 0.000
H -6.8195 -2.8651 3.6646 0.000
H -5.2465 -2.0875 3.8575 0.000
H -6.6556 -0.2171 3.2256 0.000
H -7.4479 -1.1513 1.9251 0.000
H -2.7023 1.6032 2.3655 0.000
H -2.1382 1.6552 0.6682 -0.002
H -1.6013 0.3758 1.7006 0.000
```

Relative energy (zero: lowest compared OMol25 entry of this formula, charge and spin), kcal per mole: 18.2
LUMO (spin up / spin down), eV: 0.24 / 0.25
Spin multiplicity: 2
HOMO energy (spin up / spin down), Eh: -0.328 / -0.356
Frontier orbital gap (spin up / spin down), eV: 9.16 / 9.92

***

[2]
ORCA calculation (ωB97M-V/def2-TZVPD) on 10 unconnected molecules or ions with the total composition C34H60O14.

Structure (XYZ):
```
108
Properties=species:S:1:pos:R:3:mulliken_charge:R:1
O 2.6584 -0.8841 -0.8833 -0.682
C 1.5310 -0.5000 -0.7921 0.097
C 0.6118 -0.5721 0.4105 1.131
C -0.3235 0.5990 0.1167 1.806
C -0.3819 0.6343 -1.4031 0.681
O 0.8726 0.0396 -1.8398 -0.115
H 0.1128 -1.5391 0.4182 -0.385
H 1.1642 -0.5198 1.3442 -0.638
H -1.3149 0.4888 0.5658 0.034
H 0.0751 1.5111 0.5721 -1.222
H -1.1887 0.0016 -1.7667 -0.928
H -0.4101 1.6307 -1.8371 0.159
O -5.6324 -0.9472 1.6461 -0.633
C -4.5618 -1.3533 1.9714 0.371
C -4.1422 -2.7703 2.3388 -0.187
C -2.8130 -2.5384 3.0462 -0.674
C -2.2874 -1.3008 2.3091 1.211
O -3.4751 -0.5367 2.0155 -0.408
H -4.9417 -3.2445 2.8965 0.422
H -3.9399 -3.2697 1.3857 -0.070
H -2.9648 -2.3602 4.1119 0.390
H -2.1214 -3.3767 2.9714 0.159
H -1.6041 -0.8256 3.0099 -0.046
H -1.8585 -1.5790 1.3499 -0.681
O 3.0998 -2.8179 5.3044 -0.624
C 3.2842 -1.8297 4.6596 0.475
C 2.5348 -0.5099 4.7299 -0.149
C 3.1621 0.3332 3.6081 0.798
C 4.4631 -0.4024 3.2990 -0.485
O 4.2753 -1.7558 3.7412 -0.406
H 1.4696 -0.6577 4.6154 -0.058
H 2.8013 -0.0472 5.6825 0.434
H 2.5042 0.3645 2.7377 -0.821
H 3.3462 1.3669 3.8959 0.504
H 4.7744 -0.3637 2.2584 0.209
H 5.2924 0.0090 3.8877 0.297
O -1.3741 -2.7887 -0.8608 -0.544
C -2.1483 -2.6236 -1.7569 0.309
C -3.6321 -2.8843 -1.7657 0.082
C -3.9789 -2.9557 -3.2375 -0.860
C -2.8553 -2.1309 -3.8894 -0.251
O -1.7862 -2.0430 -2.9194 -0.116
H -3.8664 -3.7576 -1.1604 0.500
H -4.0894 -2.0348 -1.2496 -0.181
H -4.0119 -3.9574 -3.6568 0.304
H -4.9231 -2.4668 -3.4812 0.318
H -2.4732 -2.6106 -4.7906 0.376
H -3.1190 -1.1076 -4.1482 0.173
C -0.5333 0.7506 -5.2436 -0.263
C 0.5495 -0.1446 -5.8159 0.366
C 1.3181 -0.9775 -4.8296 0.078
O 0.8462 -0.0470 -6.9809 -0.585
H -0.1251 1.7418 -5.0381 0.376
H -0.9320 0.3754 -4.3001 -0.427
H -1.3219 0.8328 -5.9914 0.430
H 1.9905 -0.3238 -4.2668 -0.287
H 1.8434 -1.8514 -5.1992 0.455
H 0.6220 -1.3168 -4.0533 -0.112
C -4.7864 2.6318 -1.0239 -1.393
C -4.0402 1.5213 -1.7231 0.739
C -3.4778 1.8501 -3.0835 -0.729
O -3.9073 0.4414 -1.1978 -0.310
H -5.4357 3.1681 -1.7201 0.428
H -4.0749 3.3637 -0.6334 0.270
H -5.3900 2.2341 -0.2123 0.335
H -2.8865 1.0216 -3.4644 -0.286
H -2.7899 2.6996 -2.9957 0.277
H -4.2706 2.1666 -3.7593 0.527
C 1.9388 5.2378 0.5775 -1.503
C 1.8035 4.0217 -0.3064 0.959
C 1.0233 4.2119 -1.5830 -0.900
O 2.2816 2.9584 0.0048 -0.399
H 2.3545 6.0741 0.0126 0.481
H 2.5657 5.0108 1.4324 0.277
H 0.9245 5.5262 0.8653 0.379
H -0.0205 4.4127 -1.3241 0.278
H 1.0926 3.3099 -2.1819 -0.003
H 1.4056 5.0737 -2.1291 0.513
C 5.3158 0.7140 -0.8244 -0.615
C 5.3125 1.6275 -2.0102 0.454
C 4.1440 1.4879 -2.9457 -0.492
O 6.2473 2.3369 -2.2849 -0.610
H 5.1970 -0.3125 -1.1723 0.338
H 4.5061 0.9436 -0.1361 -0.001
H 6.2750 0.7953 -0.3138 0.394
H 4.0050 2.3280 -3.6165 0.400
H 3.2228 1.2315 -2.4229 -0.246
H 4.3882 0.5696 -3.4994 0.333
C 0.3693 3.3636 3.1165 -0.686
C -0.5141 2.1923 3.4543 0.805
C -1.9880 2.3388 3.2005 -0.826
O -0.0939 1.2379 4.0722 -0.523
H 1.4350 3.1442 3.1843 0.095
H 0.1980 4.1934 3.8057 0.535
H 0.1819 3.6670 2.0839 -0.110
H -2.4299 1.3563 3.0690 0.014
H -2.2149 2.9534 2.3242 0.217
H -2.4762 2.8720 4.0195 0.498
C 1.9449 -3.9904 1.2570 -0.939
C 1.1956 -3.8735 2.5591 0.986
C 1.0717 -5.1297 3.3725 -1.585
O 0.7492 -2.8206 2.9412 -0.396
H 2.8718 -4.5493 1.3806 0.467
H 2.2196 -3.0069 0.8661 0.000
H 1.2978 -4.4296 0.4931 0.305
H 2.0684 -5.4420 3.6928 0.395
H 0.6549 -5.9477 2.7822 0.422
H 0.4636 -4.9424 4.2546 0.320
```

Relative energy (zero: lowest compared OMol25 entry of this formula, charge and spin), kcal per mole: 0.0
LUMO, eV: 0.00
HOMO energy, Eh: -0.334
Frontier orbital gap, eV: 9.08

***

Max |F|, respectively: 5.4; 1.4 eV Å⁻¹.